Formula: C4H4FNO
Source: OMol25
Level of theory: ωB97M-V/def2-TZVPD

Geometry as XYZ:
```
11
Properties=species:S:1:pos:R:3:lowdin_charge:R:1
F 2.3791 0.2655 -0.5794 -0.05
C 1.5842 -0.5901 0.2069 -0.13
C 0.1885 -0.3020 -0.0575 -0.30
C -0.5081 0.9644 -0.0309 0.01
C -1.8109 0.6160 -0.1550 -0.12
O -1.9508 -0.7088 -0.3055 -0.03
N -0.6721 -1.2527 -0.2754 0.11
H 1.8542 -1.6305 -0.0300 0.13
H 1.8053 -0.3810 1.2466 0.13
H -0.0942 1.9464 0.2397 0.12
H -2.7751 1.0728 -0.2595 0.12
```

- spin multiplicity = 1
- SMILES string = FCc1ccon1
- ΔE to the lowest compared entry with this formula, charge and spin (kJ/mol) = 151.8
- orbital gap (eV) = 11.2005
- E (eV) = -10465.98232

***

Formula: C4H4FNO
Source: OMol25
Level of theory: ωB97M-V/def2-TZVPD

Geometry as XYZ:
```
11
Properties=species:S:1:pos:R:3:lowdin_charge:R:1
O 2.0078 -1.6426 0.0202 0.07
C 1.0991 -0.8248 -0.0173 -0.33
N -0.3098 -1.1005 -0.0949 0.05
C -1.1335 0.0264 -0.0483 -0.23
C -0.1976 1.1197 0.0129 -0.02
C 1.0482 0.7396 -0.0154 -0.16
F 2.2008 1.4382 -0.0428 0.09
H -0.7336 -2.0400 0.0618 0.17
H -1.6599 -0.0165 0.9227 0.14
H -1.8616 0.1880 -0.7850 0.12
H -0.4597 2.1125 -0.0138 0.11
```

- spin multiplicity = 1
- SMILES string = O=C1NCC=C1F
- ΔE to the lowest compared entry with this formula, charge and spin (kJ/mol) = 50.5
- orbital gap (eV) = 10.6740
- E (eV) = -10467.03190

***

Formula: C4H4FNS
Source: OMol25
Level of theory: ωB97M-V/def2-TZVPD

Geometry as XYZ:
```
11
Properties=species:S:1:pos:R:3:lowdin_charge:R:1
F 2.3621 -0.5775 -0.2255 0.04
C 1.0621 -0.4512 -0.5108 -0.32
C 0.2578 0.6123 0.2390 -0.18
C -1.0988 1.0673 -0.1079 -0.23
N -2.0403 0.2129 -0.3121 -0.26
S -1.4631 -1.4020 -0.1234 0.91
C 0.0835 -0.8763 0.5386 -0.47
H 0.8567 -0.5849 -1.5655 0.15
H 0.9108 1.2295 0.8614 0.15
H -1.3926 2.0945 -0.2359 0.11
H 0.4619 -1.3247 1.4421 0.11
```

- spin multiplicity = 1
- SMILES string = F[C@@H]1[C@H]2C=NS[C@@H]12
- ΔE to the lowest compared entry with this formula, charge and spin (kJ/mol) = 118.7
- orbital gap (eV) = 9.4628
- E (eV) = -19253.68219

***

> Among the records above, which one has the highest E?

number 1

***

> What is the formula in the second record?

C4H4FNO

***

> Look up the orbital gap of the second one.

10.6740 eV